The following is a DFT calculation (the ωB97M-V functional and the def2-TZVPD basis) of a structure of composition C8H21Br3N2P.

Properties
- E_HOMO (eV) = -12.9
- frontier orbital gap (eV) = 10.3

Structure (ORCA input):
```
! RIJCOSX wB97M-V def2-TZVPD def2/J DEFGRID3
* xyz 1 1
C -0.63700 0.74562 4.66881
C -1.78270 0.16333 3.85422
C -1.55085 0.10756 2.33335
N -0.13013 0.23866 2.00488
N 0.03086 0.28485 0.56226
C 1.38075 0.82390 0.23065
C 1.40070 1.45710 -1.14794
P -0.39725 -1.41156 -0.09980
C 0.95053 -1.87509 -1.23061
C -1.76906 -0.94087 -1.20839
H 0.28349 0.19050 4.53451
H -0.47388 1.79754 4.43681
H -0.90411 0.71840 5.71952
H -1.99127 -0.84247 4.20438
H -2.68158 0.74457 4.03008
H -2.13911 0.89101 1.83902
H -1.91388 -0.83903 1.94396
H 0.18456 1.14707 2.33227
H -0.64327 0.95485 0.17372
H 2.11173 0.03670 0.36317
H 1.61260 1.58351 0.97126
H 1.25949 2.53058 -1.07190
H 0.62518 1.06363 -1.79193
H 2.35260 1.28389 -1.62818
H 1.23602 -1.19099 -2.01807
H 0.55037 -2.76804 -1.71013
H 1.79256 -2.19237 -0.62579
H -2.68726 -1.33262 -0.78688
H -1.61756 -1.35447 -2.19946
H -1.87951 0.13551 -1.32105
C 1.48482 -0.53780 -5.53171
Br -0.14276 -0.37089 -4.49558
Br 1.58999 0.82504 -6.86892
Br 3.06333 -0.57588 -4.43157
H 1.43161 -1.49173 -6.03494
*
```

---

The following is a DFT calculation (the ωB97M-V functional and the def2-TZVPD basis) of a structure of composition C8H21NO2P2Sn in a non-equilibrium geometry.

Properties
- E_HOMO (eV) = -5.9
- frontier orbital gap (eV) = 6.4

Structure (ORCA input):
```
! RIJCOSX wB97M-V def2-TZVPD def2/J DEFGRID3
* xyz 0 1
Sn 0.09819 -0.73067 -0.28135
H 0.44836 3.61925 1.17078
H 0.08859 3.35829 1.77691
P 1.25572 0.64122 -2.28660
P -0.39406 -1.35587 2.28421
C -1.92924 -2.34846 2.36307
H -2.04671 -2.88942 3.31319
H -2.81261 -1.70895 2.21863
H -1.92146 -3.08399 1.54657
C 0.90038 -2.47147 2.93214
H 1.84477 -1.92537 3.03515
H 0.64382 -2.90661 3.90645
H 1.07644 -3.28941 2.22457
C -0.61713 -0.10657 3.60244
H -1.49728 0.51556 3.38995
H -0.73193 -0.53016 4.60820
H 0.25538 0.55990 3.61076
C 2.83791 -0.15460 -2.74074
H 3.28776 0.26955 -3.64756
H 3.55378 -0.05069 -1.91756
H 2.68322 -1.22762 -2.90080
C 0.22817 0.52411 -3.79785
H -0.65262 1.17924 -3.71496
H 0.77331 0.79325 -4.71459
H -0.14003 -0.50630 -3.90490
C 1.65924 2.42292 -2.17647
H 2.24918 2.59675 -1.26681
H 2.22693 2.81013 -3.03280
H 0.73650 3.01184 -2.07990
C -2.05502 -0.22080 -0.76829
O -2.56943 -1.07023 -1.48965
H 1.72076 -0.62137 0.33764
O -4.66141 2.36309 -0.75001
C -3.73200 1.63173 -0.59034
N -2.80750 0.90172 -0.25949
*
```